No. 1
Formula: C36H60N6O7S
Source: the OMol25 dataset
Level of theory: the ωB97M-V functional and the def2-TZVPD basis

```
110
Properties=species:S:1:pos:R:3:forces:R:3:mulliken_charge:R:1
C 3.855 -5.033 0.807 -0.250 0.712 -0.871 -1.090
C 3.840 -3.621 0.075 0.905 -1.570 0.343 -0.087
O 2.701 -3.632 -0.797 0.047 1.176 0.654 -0.377
C 1.822 -2.534 -0.561 -0.621 0.301 -0.110 -0.429
C 1.103 -2.596 0.869 -1.001 -0.161 -0.617 -0.297
C -0.424 -2.834 0.576 -0.085 0.077 0.260 -0.041
C -0.802 -4.169 0.071 -2.038 2.028 0.291 -0.491
C -2.187 -4.431 -0.258 0.167 0.525 0.132 0.620
C -2.628 -5.813 -0.776 -0.631 -0.709 0.605 -0.142
C -3.622 -6.593 -0.040 1.643 -0.885 -2.880 -0.309
C -3.869 -7.881 -0.670 0.626 1.654 0.289 -0.567
C -3.195 -8.222 -1.894 -0.678 -1.336 -0.135 -0.182
N -2.268 -7.531 -2.619 -1.734 1.139 3.432 -0.564
C -2.037 -6.353 -1.971 0.930 1.189 -0.240 -0.256
C -3.226 -3.387 -0.074 3.291 0.344 0.043 0.133
N -4.594 -3.734 -0.443 0.768 1.123 2.337 -0.406
C -5.292 -3.760 0.571 -1.970 -1.941 -0.305 0.203
S -6.352 -4.233 1.687 1.512 1.138 -1.179 -0.273
C -2.810 -2.108 0.454 0.447 0.119 0.202 0.958
C -1.397 -1.784 0.791 -1.018 -2.408 -1.092 0.110
C -1.072 -0.365 1.316 -0.996 0.095 0.628 0.291
O -0.070 0.252 1.042 -0.191 -0.531 0.100 -0.550
C -2.176 0.277 2.221 -0.755 -1.131 -0.941 -0.506
C -3.463 -0.026 1.916 0.293 -0.069 0.079 -0.643
C -3.837 -0.961 0.721 1.072 -0.422 0.687 0.001
O -4.844 -0.831 0.073 0.234 0.128 0.439 -0.501
H 3.621 -5.787 0.007 0.342 0.598 0.786 0.240
H 4.866 -5.246 1.230 -0.926 0.124 -0.083 0.398
H 3.027 -5.087 1.555 0.871 -0.029 -0.365 0.262
H 3.864 -2.770 0.800 -0.312 -0.598 -0.607 0.310
H 4.785 -3.568 -0.533 -0.947 0.196 0.354 0.192
H 2.312 -1.532 -0.725 -0.160 -0.955 0.356 0.014
H 1.024 -2.602 -1.351 0.834 -0.038 0.729 0.448
H 1.450 -3.476 1.473 -0.058 0.825 -0.667 0.223
H 1.251 -1.655 1.455 -0.088 -0.938 -0.590 0.436
H -0.025 -4.956 -0.051 -0.738 0.736 0.105 0.579
H -4.095 -6.203 0.883 0.318 -0.560 -0.757 0.402
H -4.579 -8.600 -0.207 0.664 0.595 -0.588 0.335
H -3.466 -9.218 -2.336 0.271 1.000 0.491 0.313
H -1.257 -5.707 -2.458 -0.840 -0.586 0.478 0.384
H -1.941 0.965 3.063 0.107 -0.507 -0.901 0.461
H -4.302 0.392 2.529 0.717 -0.341 -0.905 0.387
C 5.846 -0.092 -5.359 0.019 0.103 -0.227 -1.170
C 6.268 -1.396 -4.690 -0.064 0.382 0.230 0.474
C 5.284 -1.884 -3.611 0.178 -0.300 -0.022 -0.786
O 5.359 -1.175 -2.382 -0.255 -0.048 -0.215 -0.384
C 4.658 0.057 -2.370 0.216 0.023 0.294 -0.780
N 7.625 -1.238 -4.153 -0.080 -0.223 0.135 -0.770
H 6.033 0.781 -4.731 -0.013 -0.102 0.096 0.291
H 6.407 0.058 -6.284 -0.063 -0.070 0.048 0.069
H 4.784 -0.108 -5.617 0.036 0.012 -0.008 0.337
H 6.298 -2.163 -5.471 -0.016 -0.062 0.094 0.405
H 5.541 -2.919 -3.366 0.017 0.059 0.084 0.365
H 4.253 -1.901 -3.985 -0.014 0.140 -0.023 0.412
H 3.747 0.019 -2.974 0.054 -0.004 -0.071 0.333
H 5.307 0.866 -2.711 -0.168 0.098 -0.115 0.282
H 4.379 0.275 -1.337 0.010 -0.098 -0.027 0.279
H 7.944 -2.138 -3.800 0.065 0.029 -0.112 0.274
H 7.553 -0.663 -3.315 0.038 0.046 -0.130 0.341
C 7.153 1.893 -9.209 0.054 0.176 0.172 -1.392
C 7.619 0.444 -9.316 -0.250 0.159 -0.251 0.400
C 8.280 0.106 -10.665 0.073 -0.275 0.135 -0.862
O 7.369 -0.058 -11.742 0.266 0.218 0.073 -0.385
C 6.933 1.152 -12.337 -0.242 -0.236 -0.111 -0.643
N 6.484 -0.443 -9.032 0.163 -0.172 -0.143 -0.602
H 6.229 2.077 -9.759 0.049 -0.081 -0.032 0.300
H 6.956 2.151 -8.166 -0.008 -0.076 -0.059 0.316
H 7.916 2.580 -9.582 -0.032 -0.018 -0.008 0.351
H 8.373 0.290 -8.538 0.023 -0.094 -0.073 0.405
H 8.782 -0.861 -10.559 -0.090 -0.009 -0.053 0.352
H 9.059 0.834 -10.925 -0.087 0.127 -0.002 0.454
H 7.716 1.914 -12.340 -0.010 0.004 0.087 0.298
H 6.042 1.525 -11.828 0.067 0.211 -0.015 0.222
H 6.654 0.937 -13.370 0.074 -0.063 0.053 0.255
H 6.819 -1.403 -9.001 -0.025 0.041 0.127 0.263
H 5.875 -0.426 -9.849 -0.020 0.072 0.119 0.286
C -2.763 5.277 7.297 0.073 0.158 0.184 -1.244
C -2.320 3.821 7.186 -0.253 0.206 -0.246 0.323
C -1.686 3.471 5.828 0.069 -0.282 0.121 -0.820
O -2.617 3.318 4.766 0.305 0.142 0.065 -0.234
C -3.046 4.535 4.177 -0.283 -0.182 -0.136 -0.643
N -3.463 2.951 7.489 0.102 -0.145 -0.139 -0.620
H -3.693 5.473 6.762 0.047 -0.064 -0.032 0.160
H -2.940 5.539 8.343 -0.026 -0.075 -0.067 0.348
H -1.996 5.952 6.911 -0.039 -0.018 -0.017 0.356
H -1.555 3.658 7.952 0.019 -0.098 -0.079 0.381
H -1.196 2.497 5.928 -0.083 -0.011 -0.044 0.350
H -0.901 4.186 5.554 -0.089 0.124 -0.003 0.435
H -2.252 5.286 4.160 0.003 -0.014 0.089 0.339
H -3.924 4.921 4.700 0.057 0.185 -0.028 0.147
H -3.346 4.323 3.149 0.069 -0.063 0.056 0.259
H -3.142 1.986 7.516 -0.048 0.035 0.139 0.267
H -4.081 2.976 6.680 0.052 0.001 0.057 0.261
C -9.151 4.444 6.680 -0.183 -0.161 -0.085 -1.498
C -7.774 4.113 7.250 -0.147 0.374 -0.037 0.322
C -7.506 4.748 8.627 0.305 -0.203 0.034 -0.686
O -7.207 6.136 8.587 -0.260 -0.189 0.130 -0.376
C -8.340 6.982 8.493 0.275 0.207 -0.099 -0.680
N -6.750 4.495 6.272 0.182 -0.008 0.136 -0.627
H -9.203 5.455 6.275 0.072 -0.012 0.067 0.276
H -9.395 3.762 5.863 0.076 0.051 0.036 0.380
H -9.927 4.339 7.442 0.025 0.028 -0.015 0.358
H -7.732 3.027 7.380 0.099 0.041 0.081 0.415
H -6.615 4.271 9.047 0.031 0.099 -0.057 0.361
H -8.326 4.549 9.328 -0.122 0.074 -0.085 0.438
H -9.199 6.581 9.038 -0.005 -0.061 -0.063 0.311
H -8.601 7.153 7.446 -0.221 -0.007 0.041 0.239
H -8.075 7.948 8.927 0.050 -0.091 0.032 0.253
H -5.844 4.178 6.611 -0.067 -0.044 0.004 0.122
H -6.675 5.511 6.295 -0.069 -0.072 -0.083 0.348
```
Forces are in eV/Å.

Kohn-Sham gap = 8.04 eV
Highest occupied orbital energy = -9.034 eV
Energy = -2660.91315 Ha
2S+1 = 1
LUMO = -0.99 eV



No. 2
Formula: C36H60O30
Source: the OMol25 dataset
Level of theory: the ωB97M-V functional and the def2-TZVPD basis

```
126
Properties=species:S:1:pos:R:3:forces:R:3:mulliken_charge:R:1
C 5.467 -0.756 -3.725 -0.398 -0.034 0.405 -1.784
C 4.316 -0.534 -2.727 1.285 1.812 -1.339 0.843
C 3.053 0.052 -3.370 -0.587 -0.673 0.034 0.469
O 2.041 -0.886 -2.943 -0.335 -0.268 0.144 -0.104
C 2.594 -1.923 -2.302 -1.321 1.170 -0.510 0.358
O 1.945 -2.831 -1.849 -3.059 2.857 -2.640 -0.596
O 3.896 -1.765 -2.145 -1.027 1.016 -4.201 -0.126
H 6.372 -1.046 -3.192 -0.166 -0.604 -0.075 0.385
H 5.780 0.141 -4.261 -0.557 0.285 0.131 0.422
H 5.115 -1.477 -4.463 0.435 -0.242 0.010 0.442
H 4.667 0.160 -1.964 -0.137 -0.357 0.467 -0.103
H 3.023 0.018 -4.460 0.342 0.167 0.029 0.319
H 2.747 1.030 -3.009 0.290 0.033 0.003 -0.598
C 0.770 -3.247 3.602 -0.933 0.034 0.021 -1.201
C 0.217 -2.746 4.908 -0.193 0.759 -0.539 0.543
C -1.238 -2.269 4.736 0.753 0.206 -0.072 0.744
O -1.902 -2.927 5.802 -0.878 0.124 0.156 -0.353
C -1.105 -3.851 6.399 0.038 -0.275 -0.555 0.484
O -1.454 -4.636 7.217 -0.186 0.288 0.140 -0.550
O 0.122 -3.800 5.866 0.378 0.196 0.067 -0.387
H 0.027 -3.965 3.242 0.474 -0.482 -0.059 0.387
H 1.774 -3.650 3.679 -0.014 0.003 -0.185 0.513
H 0.671 -2.446 2.866 0.668 -0.006 0.365 0.071
H 0.795 -1.910 5.307 0.289 -0.306 0.291 0.370
H -1.638 -2.495 3.745 -0.073 -0.591 0.228 -0.647
H -1.355 -1.186 4.794 0.086 -0.010 0.531 0.061
C -0.552 0.484 -0.637 0.751 -0.389 -0.605 -1.413
C 0.282 0.108 0.583 -1.908 -0.312 -1.200 0.967
C 0.462 -1.408 0.629 -0.806 0.608 0.197 0.644
O 1.867 -1.514 0.788 0.487 -0.838 0.514 -0.023
C 2.494 -0.371 0.597 -0.335 1.547 -0.572 0.311
O 3.669 -0.174 0.538 -0.094 -0.315 0.334 -0.639
O 1.590 0.625 0.393 0.317 0.005 0.525 0.137
H -0.154 -0.080 -1.488 0.260 0.181 -0.056 0.449
H -0.394 1.534 -0.879 -0.626 0.062 0.114 -0.373
H -1.587 0.145 -0.622 -0.146 0.533 0.533 0.467
H -0.211 0.462 1.486 0.542 0.276 0.192 0.185
H 0.108 -1.931 -0.260 0.515 0.127 -0.294 -0.082
H -0.121 -1.850 1.439 0.494 0.044 0.084 -1.017
C -5.077 -0.800 5.625 -0.441 -0.203 -0.626 -1.280
C -5.112 -0.687 4.115 -0.278 -0.074 -0.355 0.275
C -5.240 0.745 3.554 0.170 -0.805 0.555 -0.735
O -4.050 0.871 2.776 -0.371 1.575 -0.102 -0.321
C -3.276 -0.185 2.873 0.459 -1.412 -0.526 -0.234
O -2.225 -0.327 2.309 0.040 0.302 0.151 0.119
O -3.830 -1.154 3.609 -0.527 1.027 0.253 0.136
H -6.084 -0.842 6.039 0.004 0.096 0.018 0.398
H -4.561 0.074 6.021 0.190 -0.227 0.258 0.411
H -4.574 -1.738 5.853 0.118 0.148 0.356 0.217
H -5.885 -1.255 3.595 0.133 -0.593 0.470 0.329
H -5.284 1.449 4.386 0.297 0.347 -0.289 0.336
H -6.118 0.858 2.924 0.143 0.117 -0.151 0.331
C 2.174 4.179 1.883 -0.264 0.787 -1.070 -1.033
C 3.543 4.266 1.259 0.733 -1.510 -0.337 0.337
C 4.415 2.982 1.473 -0.183 1.659 0.910 -0.409
O 4.745 2.532 0.186 0.406 -0.680 -0.114 -0.282
C 4.117 3.245 -0.739 0.002 0.326 -0.274 0.770
O 4.149 3.040 -1.919 -0.024 -0.147 0.242 -0.569
O 3.468 4.268 -0.172 -0.902 0.693 -0.521 -0.378
H 2.205 4.495 2.922 -0.150 -0.324 0.099 0.460
H 1.716 3.208 1.690 0.222 -0.197 0.455 0.017
H 1.529 4.862 1.322 -0.023 0.229 0.330 0.174
H 4.131 5.139 1.541 -0.365 0.159 0.098 0.436
H 3.870 2.230 2.039 0.257 -0.215 -0.084 0.183
H 5.297 3.373 1.981 0.276 -0.897 0.112 0.368
C 2.657 -4.230 0.770 -0.181 0.016 -0.801 -1.064
C 3.489 -3.940 -0.483 1.270 -0.700 1.266 0.965
C 4.572 -2.882 -0.360 0.836 -0.559 3.776 0.477
O 5.687 -3.411 -1.095 0.058 0.150 -1.008 -0.422
C 5.493 -4.731 -1.269 -0.987 -0.582 0.576 0.427
O 6.238 -5.540 -1.729 0.654 0.487 -0.283 -0.607
O 4.283 -5.081 -0.795 0.424 -0.995 -0.242 -0.568
H 1.917 -3.436 0.871 0.540 -0.506 0.400 -0.100
H 3.296 -4.354 1.642 -0.073 0.220 0.191 0.422
H 2.058 -5.134 0.657 0.276 -0.259 -0.233 0.448
H 2.854 -3.642 -1.321 1.611 -2.475 1.496 0.169
H 4.974 -2.836 0.658 -0.282 0.023 0.306 0.542
H 4.244 -1.896 -0.675 1.325 -1.213 2.017 -0.569
C -1.473 6.547 -1.149 -0.505 -0.559 0.318 -0.674
O -0.958 5.626 -0.184 0.717 -0.579 0.866 -0.340
C -1.730 4.627 0.257 -1.375 0.167 -1.221 0.841
O -2.806 4.332 -0.216 0.197 0.214 0.118 -0.632
O -1.162 3.993 1.257 1.116 0.335 0.913 -0.235
C -1.909 2.942 1.875 -0.190 -0.352 -0.117 -0.622
H -2.057 7.291 -0.607 0.136 0.221 -0.192 0.303
H -2.138 6.029 -1.839 0.181 0.060 -0.130 0.256
H -0.590 6.956 -1.628 -0.170 0.175 -0.108 0.243
H -1.976 2.120 1.169 -0.427 -0.052 0.055 0.050
H -2.879 3.285 2.226 -0.142 0.053 -0.436 0.455
H -1.391 2.582 2.762 0.504 0.310 -0.177 0.371
C -3.929 -4.028 3.335 1.259 0.106 0.134 -0.195
O -4.337 -3.430 2.094 -0.382 -0.128 0.992 -0.413
C -3.389 -3.246 1.183 -1.412 -0.201 -1.305 0.883
O -2.276 -3.685 1.158 0.355 0.338 0.312 -0.536
O -4.029 -2.574 0.188 0.252 -0.153 0.374 -0.350
C -3.338 -2.388 -1.041 1.102 0.775 0.435 -0.158
H -4.751 -4.336 3.972 -0.508 -0.006 -0.643 0.281
H -3.366 -3.294 3.913 -0.164 -0.310 -0.189 -0.215
H -3.270 -4.866 3.113 -0.112 -0.152 0.139 0.353
H -3.678 -1.455 -1.484 -0.544 -0.306 -0.122 0.319
H -3.415 -3.249 -1.702 -0.141 0.022 0.055 0.347
H -2.289 -2.168 -0.818 0.077 -0.447 -0.119 -0.231
C -3.461 3.107 -3.656 -0.933 1.860 -0.598 -0.723
O -3.184 1.865 -3.087 0.140 -0.949 0.446 -0.217
C -2.880 0.888 -3.957 0.247 0.812 0.438 0.687
O -2.895 1.002 -5.147 -0.016 -0.317 -0.296 -0.615
O -2.508 -0.180 -3.245 -0.190 0.067 -0.184 0.119
C -2.058 -1.281 -4.000 1.176 -1.204 -1.107 -0.649
H -2.585 3.586 -4.101 0.045 -0.346 -0.142 0.258
H -3.850 3.810 -2.917 0.395 -0.515 0.592 0.201
H -4.285 3.089 -4.376 0.376 -0.475 -0.302 0.359
H -2.822 -1.880 -4.497 -0.526 0.210 0.512 0.365
H -1.432 -1.919 -3.378 -0.406 0.064 0.479 0.184
H -1.380 -1.051 -4.827 -0.095 0.841 0.151 0.123
C 0.917 3.524 -2.739 0.396 0.733 -1.945 -0.520
O 0.665 2.475 -3.700 0.125 -0.895 1.277 0.205
C 0.581 2.669 -4.997 -0.424 -0.220 -0.622 0.418
O 0.577 3.705 -5.601 0.120 0.433 0.132 -0.595
O 0.438 1.455 -5.556 -0.137 0.026 0.870 -0.097
C 0.127 1.391 -6.941 0.555 -0.389 -0.032 -0.870
H 0.802 3.099 -1.752 -0.172 0.052 -0.014 -0.191
H 0.270 4.360 -3.004 -0.347 -0.041 0.573 0.482
H 1.927 3.898 -2.910 0.124 -0.206 0.363 0.342
H -0.175 0.356 -7.093 -0.121 0.125 -0.096 0.240
H 1.066 1.554 -7.475 -0.364 0.284 -0.368 0.329
H -0.679 2.068 -7.218 0.189 0.095 -0.014 0.312
```
Forces are in eV/Å.

Kohn-Sham gap = 8.40 eV
Highest occupied orbital energy = -8.433 eV
SMILES = C[C@H]1COC(=O)O1.C[C@H]1COC(=O)O1.C[C@H]1COC(=O)O1.C[C@H]1COC(=O)O1.C[C@H]1COC(=O)O1.C[C@H]1COC(=O)O1.COC(=O)OC.COC(=O)OC.COC(=O)OC.COC(=O)OC
Energy = -3664.95217 Ha
2S+1 = 1
LUMO = -0.03 eV
Energy above the lowest of the compared OMol25 structures with the same formula, charge and spin = 201.8 kJ/mol